<P>
DFT (the ωB97M-V functional and the def2-TZVPD basis) results for 2 unconnected molecules or ions with the total composition C2H10NO.

The calculation puts the highest occupied orbital energy at -14.297 eV. Its frontier orbital gap is 0.3838 hartree.

ORCA input file:
```
! RIJCOSX wB97M-V def2-TZVPD def2/J DEFGRID3
* xyz 1 1
C 0.382 -0.577 1.743
N -0.956 -0.066 1.466
H -1.426 -0.871 1.001
H -1.291 0.356 2.364
H -0.889 0.492 0.661
H 0.960 -0.038 2.554
H 1.001 -0.507 0.910
H 0.409 -1.670 2.174
C 0.593 0.209 -2.101
O -0.505 1.047 -1.788
H -0.812 1.622 -2.439
H 0.786 0.019 -3.189
H 1.503 0.675 -1.755
H 0.244 -0.689 -1.599
*
```



<Q>
DFT (the ωB97M-V functional and the def2-TZVPD basis) results for 2 unconnected molecules or ions with the total composition C2H10NO.

The calculation puts the highest occupied orbital energy at -14.063 eV. Its frontier orbital gap is 0.3748 hartree.

ORCA input file:
```
! RIJCOSX wB97M-V def2-TZVPD def2/J DEFGRID3
* xyz 1 1
C -0.418 0.290 -0.364
C -1.537 0.406 1.826
N -0.484 0.975 0.940
H -1.261 0.597 -1.006
H -0.496 -0.794 -0.176
H 0.524 0.486 -0.904
H -1.095 -0.537 2.189
H -2.433 0.166 1.228
H -1.847 1.008 2.696
H 0.478 0.867 1.323
H -0.633 1.987 0.744
O 3.368 -1.933 -2.593
H 2.747 -1.182 -2.459
H 3.086 -2.339 -3.444
*
```



<Q> has the most favorable energy; the next structure is 21.0 kcal/mol above.